Entry 1:
48
Properties=species:S:1:pos:R:3:nbo_charge:R:1 method="wB97M-V/def2-TZVPD" spin_multiplicity=1 e_homo_ev=-9.77 total_charge=0
O 0.8510 18.5940 0.9820 -1.0155
H 0.5580 17.7550 1.3700 0.5013
H 0.1260 19.2450 0.8920 0.4976
O -1.4630 18.0140 3.2050 -1.0005
H -0.6430 17.6040 3.3390 0.4867
H -1.3200 18.9930 3.2820 0.5071
O 0.5940 16.1730 -0.7060 -0.9540
H -0.3100 16.2570 -0.8960 0.4804
H 0.7620 15.2030 -0.5590 0.4820
O 1.4550 21.2270 -0.9250 -0.9508
H 2.1070 20.9240 -1.5310 0.4848
H 1.7570 22.1510 -0.7920 0.4705
O -2.0800 17.0430 0.2460 -0.9766
H -2.2440 17.5790 1.0350 0.5157
H -2.6650 17.3130 -0.4350 0.4900
O -1.3690 20.4290 0.6630 -0.9513
H -2.2190 20.1420 0.9010 0.4921
H -1.3780 20.5750 -0.3170 0.5108
O -0.4290 20.6920 3.7800 -0.9806
H -0.3170 21.2740 3.0560 0.4953
H 0.1120 21.0580 4.5120 0.4830
O 0.9080 16.2940 2.3510 -0.9825
H 1.3390 16.0710 3.1630 0.5006
H 0.2110 15.6890 2.2600 0.5034
O 2.8660 15.6370 0.7620 -0.9689
H 3.0270 14.7710 1.1150 0.4821
H 1.9410 15.8370 0.8190 0.5030
O 0.7010 18.5300 -2.6210 -0.9578
H 1.6260 18.6300 -2.3450 0.4948
H 0.2860 18.3980 -1.8020 0.4513
O -1.2740 14.9000 1.4830 -1.0046
H -1.4020 15.7190 0.9670 0.5000
H -2.1210 14.4730 1.6170 0.4872
O 1.7900 18.5920 3.5800 -0.9833
H 1.5970 18.7290 2.6770 0.4916
H 1.9830 19.4400 3.9880 0.4861
O -0.0050 22.3820 1.7090 -0.9823
H -0.5010 21.6960 1.1910 0.4852
H 0.0760 23.0330 1.0060 0.4740
O 3.9440 17.6670 2.0200 -0.9823
H 3.4920 16.9830 1.5040 0.4783
H 3.2460 17.9070 2.6110 0.4573
O 2.8980 17.7200 -1.3420 -0.9712
H 3.7080 17.1390 -1.3500 0.4897
H 2.3280 17.4190 -0.6770 0.4916
O 3.0020 20.4810 1.5620 -0.9611
H 2.2220 20.4620 0.9970 0.4833
H 3.0710 19.6400 1.9480 0.4667

---

Entry 2:
15
Properties=species:S:1:pos:R:3:nbo_charge:R:1 method="wB97M-V/def2-TZVPD" spin_multiplicity=1 e_homo_ev=-2.28 total_charge=-1
C 0.6754 0.9899 -0.3016 -0.2658
N 1.5024 0.0083 0.1813 -0.4251
C 2.6711 0.0642 -0.4815 0.2318
O 3.9910 0.3409 0.0703 -0.5999
C -0.8951 0.8223 0.2356 -0.4139
C -1.4403 -0.6268 -0.0292 -0.5356
S -3.2059 -0.9056 0.2727 -0.6920
H 0.4568 0.9359 -1.4814 0.1598
H 1.0143 1.9717 0.0257 0.1770
H 3.1520 1.2081 -0.2363 0.4813
H 2.7344 -0.1148 -1.5440 0.1589
H -1.5684 1.4972 -0.3476 0.1987
H -1.0402 0.9614 1.3343 0.2030
H -0.8838 -1.2935 0.6253 0.1797
H -1.0819 -0.9599 -1.1110 0.1421

---

Entry 3:
30
Properties=species:S:1:pos:R:3:nbo_charge:R:1 method="wB97M-V/def2-TZVPD" spin_multiplicity=1 e_homo_ev=-8.87 total_charge=0
C 2.2167 1.8605 -0.6049 0.5683
C 1.6959 -1.7096 -0.2013 0.5379
C -1.0472 2.0248 0.8913 -0.3900
C -1.1131 0.7426 0.7713 -0.1895
C 1.9012 -0.3990 -0.9048 0.1197
C -3.3295 0.5887 -0.5512 -0.6405
C -2.0483 -1.4610 0.0665 -0.6402
C 2.8897 0.4216 1.2410 -0.4488
C -1.9158 0.0308 -0.2855 0.1914
N 2.0971 -2.8828 -0.7451 -0.8106
N 2.4157 0.5024 -0.0864 -0.4457
O 2.3200 2.8348 0.1165 -0.5327
O 0.9114 -1.7235 0.7430 -0.6409
O -1.2178 0.0828 -1.5487 -0.7148
H 2.1894 1.8778 -1.7706 0.1729
H -1.4628 2.6823 0.1973 0.1775
H -0.5149 2.5728 1.5958 0.1978
H -0.6006 0.0141 1.4149 0.2238
H -3.7550 -0.0626 -1.2824 0.2163
H -3.4552 1.6113 -0.7513 0.2080
H -3.9844 0.3774 0.3029 0.2148
H -2.6382 -1.9893 -0.6582 0.2081
H -0.9645 -1.9513 0.1921 0.2576
H -2.6186 -1.6284 1.0100 0.2063
H 3.5720 1.3057 1.3565 0.2250
H 2.0101 0.5943 1.8060 0.2325
H 3.4977 -0.4146 1.5857 0.2309
H 2.6584 -2.9861 -1.5779 0.3983
H 1.8081 -3.7904 -0.3660 0.4074
H -1.5175 0.8741 -1.9565 0.4593

---

Entry 4:
11
Properties=species:S:1:pos:R:3:nbo_charge:R:1 method="wB97M-V/def2-TZVPD" spin_multiplicity=1 e_homo_ev=-8.42 total_charge=0
O 1.4774 2.3799 0.6662 -0.6888
C 0.8226 1.2279 0.2388 -0.2385
C -1.8424 -1.2560 -0.0134 -0.0296
N -0.6602 -1.2316 -0.4685 -0.6111
C 1.5367 0.1120 0.1583 0.6913
O 2.2583 -0.8060 0.0705 -0.4725
H 1.8012 2.8385 -0.1190 0.4730
H -0.2504 1.2415 0.0826 0.2089
H -2.1505 -0.3962 0.5872 0.1637
H -2.5754 -2.0560 -0.1820 0.1574
H -0.4173 -2.0539 -1.0207 0.3462

---

Entry 5:
103
Properties=species:S:1:pos:R:3:lowdin_spin:R:1 method="wB97M-V/def2-TZVPD" s2=2.02 spin_multiplicity=3 e_homo_ev="-5.01 / -4.91" total_charge=-1
Tc 0.0598 0.4948 0.5085 1.7373
O 0.6669 2.0307 4.1177 0.0017
S 0.6900 0.9448 3.1693 0.0077
O 1.1227 -0.3352 3.6938 0.0024
O -0.6829 0.7781 2.4952 0.0375
O 1.5176 1.3137 1.9370 0.0470
C -4.9435 -0.7938 -2.6821 0.0026
Ge -2.9931 -0.5177 -2.4483 0.0063
C -2.5326 0.9492 -3.6890 0.0017
C -2.0781 -2.1264 -3.1343 0.0001
Ge -2.3191 -0.1106 -0.1259 0.0009
C -2.7648 -1.8091 0.8160 -0.0056
C -2.3029 -2.0216 2.1208 -0.0012
C -2.5600 -3.2121 2.7895 0.0000
C -3.2780 -4.2262 2.1677 -0.0004
C -3.7485 -4.0352 0.8771 -0.0001
C -3.4964 -2.8359 0.2163 -0.0010
C -3.6388 1.1762 0.5966 -0.0044
C -3.8022 1.2972 1.9803 -0.0023
C -4.6598 2.2461 2.5217 0.0003
C -5.3756 3.0994 1.6907 -0.0021
C -5.2352 2.9886 0.3144 0.0001
C -4.3773 2.0335 -0.2207 -0.0023
H -5.1671 -0.9378 -3.7422 0.0004
H -5.5015 0.0733 -2.3262 0.0000
H -5.2979 -1.6666 -2.1330 0.0000
H -2.6784 0.6027 -4.7153 0.0003
H -1.4884 1.2357 -3.5662 0.0008
H -3.1618 1.8279 -3.5345 0.0000
H -2.2225 -2.2066 -4.2144 0.0001
H -2.4590 -3.0339 -2.6642 0.0000
H -1.0080 -2.0573 -2.9317 -0.0003
H -1.7126 -1.2563 2.6120 -0.0003
H -2.1824 -3.3512 3.7956 0.0000
H -3.4671 -5.1591 2.6859 0.0000
H -4.3147 -4.8162 0.3817 0.0000
H -3.8761 -2.7107 -0.7906 0.0000
H -3.2249 0.6656 2.6447 -0.0002
H -4.7567 2.3295 3.5975 0.0001
H -6.0381 3.8446 2.1139 -0.0002
H -5.7936 3.6435 -0.3450 0.0001
H -4.2903 1.9584 -1.3003 -0.0001
C 2.6826 -1.8032 1.4175 0.0033
C 1.3705 -2.3660 0.9986 0.0108
O 0.3825 -1.6538 0.8496 0.0169
C 1.2270 -3.8110 0.7014 -0.0002
C -0.0386 -4.3118 0.3920 0.0023
C -0.1980 -5.6502 0.0787 -0.0003
C 0.9037 -6.4968 0.0573 0.0024
C 2.1667 -6.0021 0.3520 -0.0003
C 2.3282 -4.6646 0.6773 0.0021
H 2.5285 -0.8361 1.8863 0.0006
H 3.2914 -1.6853 0.5165 0.0012
H 3.2112 -2.4696 2.0968 0.0002
H -0.8871 -3.6398 0.4057 0.0001
H -1.1852 -6.0305 -0.1506 -0.0001
H 0.7783 -7.5435 -0.1913 0.0002
H 3.0263 -6.6601 0.3282 -0.0001
H 3.3158 -4.2800 0.8957 0.0001
C 7.1731 -2.6437 0.5199 0.0003
C 6.1813 -1.7236 -0.1412 0.0015
C 5.9385 -0.4513 0.3576 -0.0001
C 5.0194 0.4095 -0.2376 0.0022
C 4.7510 1.7385 0.4216 0.0006
C 4.3443 -0.0145 -1.3911 0.0072
Te 3.0175 1.3436 -2.3785 0.0530
C 4.5575 -1.2998 -1.9023 0.0022
C 3.8164 -1.8568 -3.0930 0.0021
C 5.4735 -2.1319 -1.2629 -0.0002
H 7.4354 -2.2891 1.5165 0.0000
H 8.0931 -2.7084 -0.0658 0.0001
H 6.7727 -3.6550 0.6118 0.0000
H 6.4462 -0.1282 1.2604 0.0000
H 5.2307 1.7787 1.3997 0.0000
H 3.6838 1.8860 0.5760 -0.0001
H 5.1231 2.5681 -0.1831 0.0004
H 2.9053 -1.3055 -3.3066 0.0018
H 3.5477 -2.8983 -2.9077 0.0000
H 4.4465 -1.8288 -3.9860 0.0001
H 5.6233 -3.1357 -1.6517 0.0000
C -1.9141 5.4070 -0.0035 -0.0001
N -1.1996 4.9769 -1.2104 -0.0004
C 0.1396 5.5655 -1.1875 -0.0001
N 0.9078 5.2754 0.0204 -0.0022
C 0.1240 5.7024 1.1809 -0.0001
N -1.2136 5.1216 1.2445 0.0006
C -1.1573 3.6771 1.5069 0.0012
P -0.2712 2.7893 0.1585 -0.0103
C -1.1354 3.5119 -1.2988 -0.0004
C 1.2393 3.8458 0.1050 -0.0045
H -2.8920 4.9235 0.0213 0.0000
H -2.0563 6.4889 -0.0718 0.0000
H 0.0273 6.6503 -1.2611 -0.0001
H 0.6967 5.2130 -2.0582 0.0000
H 0.0189 6.7896 1.1316 -0.0001
H 0.6660 5.4420 2.0912 0.0000
H -2.1671 3.2763 1.5964 -0.0001
H -0.6450 3.4763 2.4508 -0.0001
H -2.1424 3.1028 -1.3688 -0.0002
H -0.5973 3.2166 -2.2026 0.0008
H 1.8489 3.5574 -0.7535 -0.0003
H 1.8227 3.6445 1.0047 0.0000
Se 0.7894 0.2823 -1.8437 0.0786

---

Entry 6:
10
Properties=species:S:1:pos:R:3:nbo_charge:R:1 method="wB97M-V/def2-TZVPD" spin_multiplicity=1 e_homo_ev=-9.76 total_charge=0
C 3.1160 -1.0076 0.1831 0.4234
C 0.9073 0.5851 0.9772 0.3003
C -2.4073 0.5680 -0.2165 -0.3415
C -1.1227 0.1768 -0.4536 -0.0601
N -0.0520 0.5578 0.3394 -0.5404
O 2.7346 -1.9676 -0.3155 -0.4677
S 3.8522 0.1727 0.8305 0.0523
H -3.2474 0.1290 -0.6797 0.2048
H -2.7425 1.4070 0.4608 0.2088
H -1.0382 -0.6213 -1.1257 0.2200

---

Energy above the lowest of the compared OMol25 structures with the same formula, charge and spin? In order: 115.5 148.3 131.3 74.4 0.0 25.3 kcal/mol.
F_max? In order: 3.625 7.267 3.456 1.043 0.864 3.920 eV/Å.